# C42H30BrI2N5O4S2TeTl

A structure of composition C42H30BrI2N5O4S2TeTl (the ωB97M-V functional and the def2-TZVPD basis, OMol25).

```
! RIJCOSX wB97M-V def2-TZVPD def2/J DEFGRID3
* xyz -2 2
Tl -0.2386 -1.7442 2.6292
I -0.4494 2.2057 6.4668
C 1.1240 1.7689 5.1700
C 2.2733 2.5656 5.1911
C 3.3297 2.3077 4.3568
I 5.0147 3.5529 4.4725
C 3.2801 1.2187 3.4525
C 4.3130 0.8335 2.5663
C 4.1618 -0.2556 1.7543
C 2.9528 -0.9717 1.7884
N 1.9843 -0.6218 2.5978
C 2.1089 0.4246 3.4340
C 0.9677 0.6572 4.3218
O -0.0530 -0.0930 4.3116
H 2.3245 3.3938 5.8847
H 5.2271 1.4134 2.5407
H 4.9507 -0.5606 1.0784
H 2.7672 -1.8332 1.1519
S -1.8291 -3.6709 3.3252
C -0.9266 -4.2720 4.6753
C -1.7128 -4.8465 5.7416
N -2.3636 -5.3157 6.5685
C 0.4247 -4.2014 4.8067
S 1.4874 -3.4767 3.6599
C 1.0430 -4.7054 6.0124
N 1.5686 -5.1135 6.9524
Br -5.1437 -2.3584 0.1523
C -3.6424 -3.3223 -0.5006
C -3.8455 -4.3082 -1.4481
N -2.8396 -5.0095 -1.9728
C -1.6063 -4.7167 -1.5511
C -1.3138 -3.7385 -0.6035
C -2.3678 -3.0227 -0.0615
C 0.1433 -3.4480 -0.2663
O 0.9955 -4.1808 -0.7696
O 0.3751 -2.4063 0.4379
H -4.8475 -4.5360 -1.7946
H -0.7859 -5.2803 -1.9751
H -2.2087 -2.2480 0.6790
C 2.9642 4.4938 -5.3412
C 2.3995 3.6337 -4.2386
C 1.0321 3.5110 -4.0452
C 0.4944 2.7165 -3.0309
C -1.0100 2.6723 -2.9169
C 1.3474 2.0009 -2.1823
Te 0.6144 0.6781 -0.4504
N -0.6341 0.1742 1.2265
C -1.9041 0.2995 1.5605
O -2.4196 -0.5488 2.3430
C -2.8038 1.4290 1.1103
C -2.3087 2.6536 0.6789
C -3.1731 3.6673 0.2870
C -4.5453 3.4645 0.3221
C -5.0487 2.2473 0.7655
C -4.1828 1.2396 1.1669
C -0.5350 -0.3804 -1.8819
C -1.9181 -0.2752 -1.8814
C -2.6815 -0.9572 -2.8185
C -2.0525 -1.7684 -3.7495
C -0.6729 -1.9014 -3.7231
C 0.1123 -1.2239 -2.7939
C 1.5990 -1.4627 -2.7648
C 2.7371 2.1361 -2.3540
C 3.7619 1.4372 -1.4788
C 3.2367 2.9403 -3.3764
H 2.1690 5.0110 -5.8800
H 3.5235 3.8933 -6.0630
H 3.6489 5.2469 -4.9441
H 0.3520 4.0558 -4.6962
H -1.4379 3.6471 -3.1614
H -1.3365 2.3989 -1.9165
H -1.4334 1.9362 -3.6061
H -1.2402 2.8183 0.6652
H -2.7706 4.6157 -0.0488
H -5.2188 4.2567 0.0175
H -6.1189 2.0801 0.8038
H -4.5533 0.2887 1.5278
H -2.4152 0.3432 -1.1463
H -3.7595 -0.8613 -2.8066
H -2.6353 -2.3234 -4.4745
H -0.1872 -2.5783 -4.4176
H 1.8657 -2.2726 -3.4438
H 1.9110 -1.7583 -1.7591
H 2.1500 -0.5639 -3.0550
H 3.3296 0.6561 -0.8599
H 4.2504 2.1501 -0.8092
H 4.5394 0.9801 -2.0954
H 4.3154 3.0185 -3.5004
*
```

- M (g mol⁻¹) = 1398.56
- HOMO level (spin up / spin down) (eV) = -2.730 / -2.744
- E_LUMO (spin up / spin down) (eV) = 3.2 / 3.0
- E_tot (a.u.) = -6599.62549
- ΔE to the lowest compared entry with this formula, charge and spin (kcal/mol) = 0.0
- F_max (hartree/bohr) = 0.0102
- expectation value of S² = 0.76
- orbital gap (spin up / spin down) (Ha) = 0.218 / 0.212

# C9H14N4O4Pt

A structure of composition C9H14N4O4Pt (the ωB97M-V functional and the def2-TZVPD basis, OMol25).

```
! RIJCOSX wB97M-V def2-TZVPD def2/J DEFGRID3
* xyz 0 3
Pt 1.0682 -1.2650 -0.3954
N 0.2375 -3.5107 -0.7828
C 0.9824 -3.9154 -1.9779
C 2.4155 -3.4168 -1.9341
O 3.3231 -4.0634 -2.4063
N 2.5653 -2.1474 -1.3666
C 3.8463 -1.6202 -1.2583
C 4.1542 -1.3269 0.3769
O 5.3135 -1.5297 0.6617
O 3.1442 -0.8907 0.9534
H -0.7517 -3.7010 -0.8665
H 0.5763 -3.9993 0.0375
H 1.0167 -4.9908 -2.1501
H 0.5125 -3.4426 -2.8422
H 4.6233 -2.2418 -1.6855
H 3.8904 -0.5821 -1.5931
N -0.3917 -0.1562 0.5053
C -0.9810 0.8237 0.6576
N -1.7076 1.9012 0.8556
C -2.7603 2.2806 -0.1001
C -3.8402 3.0195 0.6603
O -3.2974 4.1227 1.3647
C -2.3567 3.6963 2.3366
C -1.1836 3.0042 1.6799
H -3.1525 1.3775 -0.5635
H -2.3322 2.9233 -0.8742
H -4.3365 2.3382 1.3614
H -4.5812 3.4129 -0.0328
H -2.8404 3.0181 3.0492
H -2.0179 4.5832 2.8681
H -0.4995 2.5938 2.4199
H -0.6391 3.7048 1.0411
*
```

- M (g mol⁻¹) = 437.31
- HOMO level (spin up / spin down) (eV) = -7.395 / -7.995
- E_LUMO (spin up / spin down) (eV) = 0.1 / -1.7
- E_tot (a.u.) = -990.55333
- F_max (hartree/bohr) = 0.0108
- expectation value of S² = 2.01
- orbital gap (spin up / spin down) (Ha) = 0.276 / 0.232

# C2H3N3O

An isolated molecule of C2H3N3O (the ωB97M-V functional and the def2-TZVPD basis, OMol25).

```
! RIJCOSX wB97M-V def2-TZVPD def2/J DEFGRID3
* xyz 0 1
O -1.9240 -0.1931 -0.4306
C -0.6800 -0.2084 0.0813
C 0.1174 0.9257 -0.3171
N 1.3689 0.7409 -0.1110
N 1.5370 -0.3373 0.6150
N -0.0032 -1.0492 0.7792
H -2.4890 -0.9525 -0.2486
H -0.2644 1.8938 -0.5656
H 2.3597 -0.8376 0.2239
*
```

- M (g mol⁻¹) = 85.07
- HOMO level (eV) = -9.612
- E_LUMO (eV) = 0.5
- E_tot (a.u.) = -317.42500
- ΔE to the lowest compared entry with this formula, charge and spin (kcal/mol) = 67.3
- F_max (hartree/bohr) = 0.0538
- SMILES = Oc1cn[nH]n1
- orbital gap (Ha) = 0.372

# C3H8Cl2NOP

A cluster of 2 separate species, C3H8Cl2NOP in total (the ωB97M-V functional and the def2-TZVPD basis, OMol25).

```
! RIJCOSX wB97M-V def2-TZVPD def2/J DEFGRID3
* xyz 0 1
C -1.8275 1.0163 0.2695
C -0.7740 -1.2462 0.0867
C -0.8258 0.1266 -0.3103
N -0.1255 0.4745 -1.3237
O 4.0260 -0.5476 1.1797
P 2.6186 -0.5459 0.8761
Cl 2.5595 -0.7757 -1.3000
Cl 1.7734 1.3934 1.2268
H -1.3426 1.3390 1.3347
H -1.9754 1.9875 -0.2330
H -2.7180 0.5067 0.5156
H -1.0689 -2.0484 -0.5471
H -1.4709 -1.2372 0.9423
H 0.3005 -1.6181 0.3814
H 0.6763 -0.2574 -1.5508
H 0.1745 1.4327 -1.5480
*
```

- M (g mol⁻¹) = 175.98
- HOMO level (eV) = -7.933
- E_LUMO (eV) = -0.8
- E_tot (a.u.) = -1510.86083
- ΔE to the lowest compared entry with this formula, charge and spin (kcal/mol) = 5.4
- F_max (hartree/bohr) = 0.0876
- orbital gap (Ha) = 0.263

# C8H10O2

A cluster of 2 separate species, C8H10O2 in total (the ωB97M-V functional and the def2-TZVPD basis, OMol25).

```
! RIJCOSX wB97M-V def2-TZVPD def2/J DEFGRID3
* xyz 0 1
C 0.2522 -2.0538 0.5514
C 0.2516 -0.9410 1.2810
C 1.2750 0.0072 1.1306
C 2.1063 0.1581 -0.0184
C 2.0143 -1.0776 -0.8360
C 1.2431 -2.1897 -0.5577
H -0.5333 -2.7195 0.8685
H -0.3238 -0.8466 2.0771
H 1.2261 0.8306 1.8752
H 2.9022 0.8084 -0.1711
H 2.3861 -0.8553 -1.9136
H 1.0328 -2.8923 -1.4047
C -1.3432 1.4606 0.4768
C -2.2073 1.4355 -0.6943
O -3.3935 1.6263 -0.6860
O -1.6559 1.3024 -1.8652
H -1.6974 2.1339 1.4270
H -0.7943 0.5969 0.8009
H -0.4334 2.0297 0.3195
H -2.3077 1.1863 -2.6611
*
```

- M (g mol⁻¹) = 138.17
- HOMO level (eV) = -9.450
- E_LUMO (eV) = 0.6
- E_tot (a.u.) = -461.22342
- ΔE to the lowest compared entry with this formula, charge and spin (kcal/mol) = 72.2
- F_max (hartree/bohr) = 0.1340
- SMILES = c1ccccc1.CC(=O)O
- orbital gap (Ha) = 0.370

# H22IO11Zn

A structure of composition H22IO11Zn (the ωB97M-V functional and the def2-TZVPD basis, OMol25).

```
! RIJCOSX wB97M-V def2-TZVPD def2/J DEFGRID3
* xyz 1 1
Zn -0.6018 0.5026 0.3011
I -2.3535 3.7258 3.6835
O 0.2620 2.3365 -0.1845
H 1.2031 2.5110 -0.1940
H -0.1407 3.1810 -0.3864
O 0.7491 -0.7006 -0.5834
H 1.2547 -0.7469 -1.3948
H 1.1632 -1.3417 -0.0057
O 2.5134 2.6892 -3.6872
H 2.1937 2.5988 -2.7895
H 2.4740 1.8028 -4.0464
O -1.3788 0.5272 -1.4893
H -1.0814 1.1826 -2.1204
H -1.9309 -0.0647 -2.0003
O -1.6724 -1.1630 0.8214
H -2.1311 -1.3962 1.6285
H -1.6891 -1.9630 0.2961
O -2.2250 1.6681 0.8829
H -2.4572 2.0291 1.7384
H -2.9392 1.9393 0.3061
O 1.4049 -4.8020 -1.0747
H 0.5468 -5.1127 -0.7859
H 1.4179 -3.8754 -0.8348
O -0.0518 -1.8328 3.6169
H 0.6911 -1.5097 4.1267
H -0.1738 -2.7341 3.9151
O -0.6758 2.2335 -3.4664
H -0.0304 2.9075 -3.6796
H -0.5841 1.5843 -4.1638
O 1.6066 -2.6655 1.0418
H 1.3133 -2.9771 1.8980
H 2.5510 -2.5451 1.1408
O 0.1981 0.5788 2.1216
H 0.4022 1.4385 2.4897
H 0.1718 -0.0063 2.8787
*
```

- M (g mol⁻¹) = 390.46
- HOMO level (eV) = -9.006
- E_LUMO (eV) = -3.9
- E_tot (a.u.) = -2917.67572
- F_max (hartree/bohr) = 0.0396
- orbital gap (Ha) = 0.186

# C4H7NO2

A cluster of 2 separate species, C4H7NO2 in total (the ωB97M-V functional and the def2-TZVPD basis, OMol25).

```
! RIJCOSX wB97M-V def2-TZVPD def2/J DEFGRID3
* xyz 0 1
C -1.6549 1.3861 -0.1362
C -0.3418 0.8340 -0.0306
C 0.7855 0.4439 0.1013
C 2.0510 -0.2215 0.1943
N 3.1150 0.1109 -0.4531
O 4.1303 -0.7868 -0.0486
H -1.9168 1.7121 0.9207
H -2.3551 0.5443 -0.3564
H -1.7242 2.2691 -0.8474
H 2.1645 -0.9152 1.0374
H 4.9031 -0.5141 -0.5796
O -3.2494 -1.5887 -0.2651
H -3.6301 -1.3990 0.6453
H -2.2772 -1.8752 -0.1820
*
```

- M (g mol⁻¹) = 101.10
- HOMO level (eV) = -9.103
- E_LUMO (eV) = 0.6
- E_tot (a.u.) = -361.71159
- ΔE to the lowest compared entry with this formula, charge and spin (kcal/mol) = 106.2
- F_max (hartree/bohr) = 0.0479
- SMILES = CC#C/C=N/O.O
- orbital gap (Ha) = 0.357

- What is the formula in the fifth record?
  C8H10O2

- F_max of number 1 (C42H30BrI2N5O4S2TeTl)?
  0.0102 hartree/bohr